1.
Here is 4 unconnected molecules or ions with the total composition C19H50BIN4O5P from the OMol25 dataset. Energies are from ωB97M-V/def2-TZVPD.

Structure (XYZ):
```
81
C19H50BIN4O5P | the OMol25 dataset | ωB97M-V/def2-TZVPD
C 0.633 4.656 2.812
O 0.192 3.668 1.841
B -0.145 4.170 0.639
O 0.778 4.519 -0.292
P -2.005 4.491 0.106
C -2.041 6.157 -0.602
C -3.401 6.852 -0.603
C -3.795 7.476 0.739
I -4.926 5.580 -1.422
N -3.000 4.428 1.409
C -3.660 3.385 1.775
C -4.113 2.272 0.902
C -4.086 3.302 3.204
H 1.179 4.128 3.583
H -0.232 5.159 3.237
H 1.281 5.393 2.340
H 1.060 3.746 -0.815
H -2.292 3.591 -0.932
H -1.374 6.740 0.040
H -1.582 6.130 -1.588
H -3.327 7.647 -1.338
H -4.852 7.337 0.939
H -3.567 8.539 0.731
H -3.255 7.019 1.564
H -5.204 2.282 0.941
H -3.833 2.367 -0.142
H -3.806 1.315 1.323
H -5.176 3.282 3.257
H -3.738 4.171 3.751
H -3.709 2.376 3.635
C 1.549 0.508 0.429
C 1.280 0.792 -1.047
C 1.124 -0.476 -1.896
O 2.337 -1.118 -2.200
C 2.838 -2.005 -1.213
N 2.316 1.698 -1.568
H 2.570 0.175 0.607
H 1.403 1.412 1.020
H 0.871 -0.258 0.810
H 0.323 1.332 -1.111
H 0.696 -0.190 -2.862
H 0.421 -1.177 -1.426
H 2.031 -2.528 -0.692
H 3.464 -1.478 -0.489
H 3.461 -2.741 -1.720
H 2.074 1.957 -2.521
H 3.178 1.170 -1.673
C 7.963 -6.024 -2.768
C 7.226 -4.790 -2.260
C 6.470 -5.016 -0.943
O 5.255 -5.728 -1.074
C 5.378 -7.138 -1.119
N 6.360 -4.283 -3.326
H 7.278 -6.748 -3.209
H 8.674 -5.740 -3.542
H 8.514 -6.517 -1.965
H 7.977 -4.020 -2.054
H 6.191 -4.037 -0.544
H 7.117 -5.497 -0.197
H 6.195 -7.486 -0.480
H 5.537 -7.501 -2.136
H 4.442 -7.557 -0.751
H 5.951 -3.397 -3.044
H 5.569 -4.915 -3.416
C -4.440 -3.964 1.895
C -5.307 -2.836 1.347
C -4.713 -2.140 0.116
O -3.651 -1.240 0.397
C -2.374 -1.834 0.536
N -5.612 -1.901 2.433
H -3.581 -3.580 2.447
H -5.018 -4.575 2.586
H -4.075 -4.609 1.095
H -6.254 -3.276 1.021
H -5.495 -1.528 -0.341
H -4.394 -2.872 -0.635
H -2.254 -2.687 -0.137
H -2.181 -2.158 1.562
H -1.633 -1.076 0.275
H -6.285 -1.211 2.112
H -4.769 -1.372 2.639
```

Values from the calculation:
HOMO in eV: -10.49
Charge: +1
F_max in hartree/bohr: 0.020
Orbital gap in eV: 7.36
LUMO energy in eV: -3.130

Atom charges from the Löwdin analysis, given in e for atoms 1 to 2: -0.0070 0.0074

2.
Here is a molecular structure, C19H51N2O2PdS3SbSi4 from the OMol25 dataset. Energies are from ωB97M-V/def2-TZVPD.

Structure (XYZ):
```
83
C19H51N2O2PdS3SbSi4 | the OMol25 dataset | ωB97M-V/def2-TZVPD
Pd 1.428 -0.643 -0.098
C -1.269 -2.919 -3.246
Si -1.127 -3.617 -1.491
C -2.603 -4.796 -1.254
C 0.371 -4.774 -1.517
Sb -1.079 -1.659 0.109
Si -3.773 0.486 0.775
C -3.824 1.752 -0.609
C -4.477 -1.066 -0.010
C -5.152 0.953 2.001
Si -1.329 -3.078 2.202
C -0.243 -4.621 2.292
C -3.106 -3.726 2.429
C -1.046 -2.045 3.752
H -1.368 -3.717 -3.991
H -0.376 -2.329 -3.476
H -2.132 -2.254 -3.332
H -2.637 -5.518 -2.079
H -3.555 -4.261 -1.224
H -2.504 -5.358 -0.321
H 0.202 -5.595 -2.225
H 0.551 -5.202 -0.529
H 1.276 -4.243 -1.817
H -3.324 1.372 -1.505
H -3.351 2.696 -0.336
H -4.872 1.946 -0.859
H -3.965 -1.303 -0.940
H -5.529 -0.815 -0.211
H -4.445 -1.954 0.617
H -5.046 1.991 2.335
H -5.081 0.318 2.890
H -6.155 0.832 1.585
H -0.485 -5.312 1.480
H -0.406 -5.144 3.242
H 0.812 -4.352 2.221
H -3.435 -4.369 1.609
H -3.813 -2.896 2.515
H -3.161 -4.304 3.359
H -0.054 -1.590 3.755
H -1.153 -2.662 4.651
H -1.802 -1.257 3.784
C -2.218 3.587 2.007
Si -1.735 1.879 2.635
C -2.404 1.732 4.383
C 0.116 1.755 2.649
O -2.434 0.734 1.685
H -1.777 4.346 2.661
H -3.301 3.733 1.999
H -1.837 3.756 0.997
H -2.038 2.573 4.980
H -2.069 0.811 4.862
H -3.496 1.752 4.395
H 0.513 2.121 3.601
H 0.563 2.339 1.842
H 0.486 0.732 2.511
C 4.322 1.487 2.817
O 3.448 0.536 2.242
C 3.277 -0.664 2.825
S 4.083 -1.058 4.249
S 2.188 -1.663 1.998
H 4.290 2.338 2.137
H 5.336 1.092 2.901
H 3.986 1.775 3.816
C -0.790 0.772 -2.818
N 0.397 1.333 -2.191
C 0.018 2.160 -1.063
C 1.445 0.366 -1.902
S 2.884 0.918 -1.040
N 1.649 -0.456 -3.088
C 2.165 0.313 -4.205
C 2.457 -1.640 -2.876
H -1.296 0.037 -2.174
H -0.551 0.280 -3.757
H -1.488 1.591 -3.020
H -0.655 2.949 -1.412
H 0.910 2.608 -0.628
H -0.495 1.576 -0.279
H 1.541 1.191 -4.370
H 2.160 -0.304 -5.109
H 3.196 0.656 -4.013
H 2.081 -2.178 -2.005
H 3.514 -1.398 -2.691
H 2.383 -2.282 -3.760
```

Values from the calculation:
HOMO in eV: -0.82
Charge: -2
Energy above the lowest of the compared OMol25 structures with the same formula, charge and spin in kcal/mol: 0.00
F_max in hartree/bohr: 0.021
Orbital gap in eV: 5.28
LUMO energy in eV: 4.466

Atom charges from the Löwdin analysis, given in e for atoms 1 to 2: 0.1046 -0.2511

3.
Here is a molecular structure, C19H52Ba2F6O15 from the OMol25 dataset. Energies are from ωB97M-V/def2-TZVPD.

Structure (XYZ):
```
94
C19H52Ba2F6O15 | the OMol25 dataset | ωB97M-V/def2-TZVPD
Ba -2.032 2.494 2.172
Ba 1.939 3.611 2.552
C 0.180 4.521 -0.411
O 1.486 4.023 -0.245
O -0.340 4.573 0.873
C 0.184 5.836 -1.350
F 0.732 6.881 -0.674
F 0.805 5.650 -2.480
F -1.071 6.207 -1.665
C 1.990 3.061 -1.166
C 3.521 3.112 -1.080
H 3.876 4.093 -1.397
H 3.830 2.952 -0.047
H 4.045 2.355 -1.664
H 1.734 3.261 -2.207
H 1.694 2.033 -0.958
H -0.367 3.785 -1.001
C 2.776 -2.300 -1.594
O 1.931 -2.019 -2.763
O 2.493 -3.638 -1.308
C 4.303 -1.834 -1.781
F 4.403 -0.596 -2.172
F 5.025 -2.117 -0.647
F 5.004 -2.501 -2.704
C 1.811 -0.632 -3.139
C 0.637 -0.479 -4.073
H -0.320 -0.771 -3.639
H 0.604 0.586 -4.301
H 0.899 -1.050 -4.963
H 2.700 -0.254 -3.644
H 1.597 -0.009 -2.271
H 2.388 -1.690 -0.779
O -2.127 0.280 0.328
C -0.816 0.045 -0.114
C 0.354 0.089 1.020
O 0.570 1.244 1.799
H -0.606 0.776 -0.894
H -0.794 -0.896 -0.664
H 1.321 -0.175 0.592
H 0.210 -0.694 1.764
C -0.826 -4.780 2.667
O -0.559 -4.065 1.511
H -1.841 -5.049 2.960
H -0.389 -5.753 2.444
H -0.324 -4.366 3.541
H -0.951 -3.197 1.629
C 1.099 -0.830 4.855
O 1.774 0.179 4.131
H 0.033 -0.724 4.658
H 1.447 -1.843 4.655
H 1.235 -0.612 5.915
H 1.243 0.477 3.388
C 3.083 -2.834 2.043
O 2.918 -4.186 1.644
H 2.182 -2.240 1.894
H 3.305 -2.708 3.103
H 3.859 -2.396 1.414
H 2.627 -4.130 0.731
C -3.056 -1.600 2.976
O -2.675 -2.151 1.779
H -2.490 -0.723 3.290
H -4.057 -1.177 2.898
H -3.124 -2.383 3.731
H -2.545 -1.402 1.193
C 4.824 0.632 1.706
O 3.628 1.327 2.018
H 5.641 1.353 1.742
H 4.962 -0.171 2.431
H 4.839 0.135 0.736
H 2.946 0.657 1.941
C -3.560 4.459 -0.677
O -3.404 3.231 -0.063
H -2.833 4.447 -1.489
H -4.568 4.753 -0.971
H -3.294 5.318 -0.062
H -3.584 2.566 -0.731
C -3.260 0.494 -3.247
O -2.938 1.499 -2.310
H -2.871 0.762 -4.230
H -2.881 -0.474 -2.922
H -4.350 0.513 -3.257
H -2.520 1.045 -1.574
C -5.441 -1.059 -0.185
O -5.107 0.194 0.341
H -6.433 -1.463 0.016
H -5.136 -1.097 -1.231
H -4.819 -1.834 0.263
H -4.151 0.244 0.270
C -2.660 -3.299 -1.914
O -1.327 -3.016 -2.097
H -3.327 -2.458 -1.721
H -3.182 -3.887 -2.668
H -2.665 -3.865 -0.983
H -1.065 -2.326 -1.483
```

Values from the calculation:
HOMO in eV: -5.60
Energy above the lowest of the compared OMol25 structures with the same formula, charge and spin in kcal/mol: 61.18
F_max in hartree/bohr: 0.088
Orbital gap in eV: 2.65
LUMO energy in eV: -2.945

Atom charges from the Löwdin analysis, given in e for atoms 1 to 2: 1.8332 1.8996